Density functional theory data (ωB97M-V with the def2-TZVPD basis set) for 9 unconnected molecules or ions with the total composition C45H98Cl2F5I3O14P2 in a non-equilibrium geometry.

Spin multiplicity = 1
LUMO level = 0.22 eV
SMILES = CCP(CC)[C@](O)(CCCCl)O[C@](COC)(/C(I)=C(/C)I)[C@](C[C@H](C)I)(O[C@H](Cl)C(F)(F)C(F)(F)F)P(O)O.CC(C)O.CC(C)O.CC(C)O.CC(C)O.CC(C)O.CC(C)O.CC(C)O.CC(C)O
HOMO = -7.18 eV
DFT total energy = -5822.1295 hartree
Kohn-Sham gap = 0.2721 Ha

Element x y z (Å)
C 1.414 2.943 -2.731
C 1.178 1.769 -1.752
P -0.118 0.618 -2.389
C 0.610 -0.756 -3.363
C 1.596 -0.141 -4.382
C -1.384 0.171 -1.025
O -1.969 1.418 -0.708
C -0.591 -0.268 0.231
C 0.243 -1.548 0.014
C 1.732 -1.380 0.239
Cl 2.073 -0.786 1.898
O -2.278 -0.866 -1.244
C -3.528 -0.778 -1.970
C -3.217 -0.122 -3.300
O -3.217 1.273 -3.177
C -3.053 1.922 -4.427
C -4.566 -0.048 -1.088
I -4.207 -0.115 1.013
C -5.694 0.572 -1.428
C -6.637 1.249 -0.471
I -6.425 0.659 -3.405
C -3.981 -2.334 -2.095
C -4.601 -2.684 -3.494
C -3.756 -3.341 -4.589
C -2.904 -2.457 -5.480
I -5.228 -4.233 -5.952
O -5.072 -2.458 -1.183
C -5.433 -3.501 -0.375
Cl -4.237 -4.030 0.843
C -6.155 -4.704 -1.019
F -6.504 -5.537 -0.004
F -5.414 -5.412 -1.884
C -7.499 -4.272 -1.731
F -7.711 -2.945 -1.661
F -7.466 -4.643 -3.033
F -8.554 -4.898 -1.159
P -2.415 -3.382 -1.678
O -2.845 -4.977 -1.817
O -1.420 -3.107 -2.968
H 1.035 2.716 -3.720
H 0.968 3.843 -2.327
H 2.480 3.111 -2.814
H 0.948 2.166 -0.768
H 2.117 1.221 -1.680
H -0.154 -1.241 -3.956
H 1.162 -1.529 -2.821
H 1.017 0.516 -5.028
H 1.965 -0.930 -5.030
H 2.403 0.405 -3.910
H -1.303 1.949 -0.273
H -1.268 -0.456 1.058
H 0.082 0.526 0.542
H 0.052 -2.009 -0.949
H -0.073 -2.272 0.763
H 2.191 -2.361 0.202
H 2.202 -0.723 -0.482
H -3.899 -0.367 -4.108
H -2.243 -0.500 -3.622
H -3.991 2.405 -4.690
H -2.282 2.676 -4.301
H -2.743 1.236 -5.213
H -7.015 0.500 0.220
H -6.136 2.030 0.089
H -7.493 1.655 -0.995
H -5.148 -1.858 -3.934
H -5.385 -3.397 -3.274
H -3.187 -4.204 -4.278
H -1.969 -2.156 -5.018
H -3.427 -1.560 -5.796
H -2.650 -2.999 -6.385
H -6.213 -3.103 0.269
H -2.546 -5.368 -2.648
H -0.598 -3.559 -2.761
C -1.960 -5.520 4.182
C -2.012 -4.309 5.100
C -3.219 -4.377 6.023
O -2.032 -3.124 4.307
H -2.855 -5.548 3.551
H -1.095 -5.460 3.521
H -1.905 -6.453 4.746
H -1.097 -4.261 5.691
H -4.147 -4.385 5.450
H -3.250 -3.501 6.671
H -3.189 -5.274 6.646
H -2.827 -3.134 3.763
C -7.971 -2.628 8.218
C -7.355 -3.755 7.402
C -7.248 -5.035 8.217
O -6.066 -3.370 6.927
H -7.348 -2.403 9.088
H -8.038 -1.718 7.622
H -8.970 -2.891 8.567
H -7.963 -3.937 6.514
H -6.604 -4.880 9.087
H -6.804 -5.832 7.620
H -8.227 -5.366 8.567
H -5.507 -3.202 7.693
C 1.731 -6.977 -0.144
C 2.208 -5.541 0.006
C 2.026 -5.036 1.425
O 1.489 -4.688 -0.896
H 0.667 -7.051 0.095
H 1.860 -7.319 -1.172
H 2.282 -7.647 0.518
H 3.259 -5.475 -0.281
H 0.964 -5.052 1.685
H 2.358 -4.001 1.518
H 2.567 -5.640 2.155
H 0.560 -4.738 -0.644
C 4.397 7.136 -4.471
C 4.486 5.822 -3.712
C 5.580 4.929 -4.275
O 3.230 5.140 -3.766
H 4.156 6.953 -5.522
H 3.604 7.762 -4.060
H 5.337 7.687 -4.421
H 4.681 6.023 -2.659
H 5.377 4.675 -5.317
H 5.628 3.989 -3.721
H 6.555 5.416 -4.218
H 3.040 4.953 -4.691
C 4.391 8.460 0.810
C 4.915 7.259 0.039
C 4.902 6.002 0.896
O 6.241 7.517 -0.425
H 5.018 8.662 1.682
H 4.409 9.354 0.186
H 3.367 8.294 1.151
H 4.305 7.099 -0.850
H 5.546 6.131 1.771
H 5.285 5.151 0.332
H 3.894 5.767 1.240
H 6.797 7.662 0.347
C 7.319 1.416 -5.839
C 6.551 1.984 -7.023
C 7.284 1.730 -8.332
O 6.342 3.385 -6.842
H 8.299 1.893 -5.756
H 6.783 1.608 -4.909
H 7.465 0.340 -5.941
H 5.559 1.533 -7.067
H 8.264 2.215 -8.321
H 6.724 2.145 -9.170
H 7.429 0.662 -8.504
H 7.205 3.810 -6.800
C 1.985 -4.049 6.776
C 2.473 -4.204 5.343
C 3.742 -3.399 5.102
O 1.457 -3.796 4.431
H 1.746 -3.003 6.986
H 1.075 -4.629 6.935
H 2.739 -4.383 7.491
H 2.664 -5.258 5.134
H 3.554 -2.334 5.263
H 4.078 -3.517 4.071
H 4.546 -3.713 5.770
H 1.275 -2.864 4.594
C 3.158 10.417 5.318
C 3.697 9.225 4.543
C 3.674 7.958 5.385
O 5.028 9.492 4.098
H 3.773 10.608 6.202
H 3.184 11.316 4.703
H 2.131 10.247 5.643
H 3.102 9.076 3.642
H 4.305 8.076 6.270
H 4.065 7.115 4.816
H 2.661 7.718 5.712
H 5.577 9.630 4.876

Atomic partial charges in e from the Mulliken method, atoms 1 to 99:
1 C -1.372
2 C -0.361
3 P 0.505
4 C 1.185
5 C -1.728
6 C -0.457
7 O -0.561
8 C -0.901
9 C 0.664
10 C -0.379
11 Cl -0.245
12 O 0.501
13 C 1.245
14 C -2.184
15 O -0.086
16 C -0.993
17 C -1.318
18 I -0.029
19 C 0.441
20 C -1.449
21 I -0.022
22 C 1.960
23 C -0.784
24 C -0.304
25 C -0.912
26 I 0.009
27 O -0.045
28 C -0.179
29 Cl 0.175
30 C 0.139
31 F -0.365
32 F -0.193
33 C 0.856
34 F -0.206
35 F -0.237
36 F -0.290
37 P -0.497
38 O -0.479
39 O -0.392
40 H 0.251
41 H 0.396
42 H 0.434
43 H 0.521
44 H 0.289
45 H -0.818
46 H 0.160
47 H 0.328
48 H 0.474
49 H 0.342
50 H 0.602
51 H 0.001
52 H 0.763
53 H -0.983
54 H 0.545
55 H 0.209
56 H 0.067
57 H 1.462
58 H -0.437
59 H 0.300
60 H 0.253
61 H 0.379
62 H 0.350
63 H 0.328
64 H 0.486
65 H 0.351
66 H -0.112
67 H 0.290
68 H -0.145
69 H 0.303
70 H 0.677
71 H 0.532
72 H 0.327
73 H 0.340
74 C -1.040
75 C 1.198
76 C -1.491
77 O -0.472
78 H 0.298
79 H -0.005
80 H 0.436
81 H -0.243
82 H 0.345
83 H 0.331
84 H 0.355
85 H 0.304
86 C -1.261
87 C 0.332
88 C -1.285
89 O -0.441
90 H 0.338
91 H 0.316
92 H 0.380
93 H 0.261
94 H 0.325
95 H 0.314
96 H 0.405
97 H 0.326
98 C -1.481
99 C 0.264